Here is a molecular structure, C52H59AsF3InN2O5S3SbSe from OMol25. Energies are from ωB97M-V/def2-TZVPD.

Calculated values
- Net charge: -2
- Highest occupied orbital energy (alpha / beta): -2.175 / -2.725 eV
- LUMO (alpha / beta): 3.749 / 3.369 eV
- Orbital gap (alpha / beta): 5.92 / 6.09 eV
- 2S+1: 2

Geometry as XYZ:
```
128
C52H59AsF3InN2O5S3SbSe (ωB97M-V/def2-TZVPD)
In 0.733 -0.378 0.474
C -3.067 2.581 -5.816
C -1.550 2.363 -5.737
C -0.831 3.638 -6.200
C -1.184 1.232 -6.699
C -1.156 2.037 -4.297
C -0.529 0.859 -3.926
C -0.245 0.593 -2.597
Se 0.617 -1.074 -2.174
C -1.007 -2.035 -1.786
C -1.890 -2.303 -2.814
C -3.103 -2.931 -2.575
C -3.379 -3.284 -1.255
C -2.518 -3.033 -0.192
C -1.276 -2.394 -0.450
O -0.425 -2.148 0.523
C -2.877 -3.444 1.238
C -1.863 -4.489 1.726
C -4.271 -4.072 1.330
C -2.868 -2.222 2.170
C -4.058 -3.201 -3.738
C -4.419 -1.876 -4.427
C -3.380 -4.127 -4.758
C -5.356 -3.867 -3.281
C -0.560 1.493 -1.555
O -0.378 1.199 -0.285
C -1.131 2.740 -1.933
C -1.428 2.943 -3.276
C -1.513 3.869 -0.957
C -3.045 3.914 -0.846
C -1.010 5.215 -1.513
C -0.938 3.747 0.456
H -3.372 2.801 -6.845
H -3.383 3.412 -5.184
H -3.597 1.687 -5.481
H -1.129 3.900 -7.220
H 0.251 3.491 -6.182
H -1.063 4.482 -5.549
H -1.482 1.503 -7.715
H -1.694 0.304 -6.432
H -0.109 1.041 -6.702
H -0.249 0.116 -4.661
H -1.618 -1.995 -3.818
H -4.320 -3.769 -1.041
H -1.932 -5.396 1.120
H -2.068 -4.752 2.769
H -0.849 -4.104 1.647
H -4.342 -4.998 0.754
H -5.047 -3.386 0.982
H -4.481 -4.312 2.375
H -1.907 -1.712 2.162
H -3.085 -2.538 3.196
H -3.638 -1.508 1.866
H -3.528 -1.354 -4.778
H -4.937 -1.213 -3.731
H -5.071 -2.055 -5.288
H -2.453 -3.690 -5.132
H -4.040 -4.311 -5.611
H -3.131 -5.085 -4.297
H -5.897 -3.240 -2.569
H -5.165 -4.833 -2.810
H -6.005 -4.035 -4.145
H -1.913 3.874 -3.545
H -3.512 4.081 -1.820
H -3.354 4.718 -0.171
H -3.420 2.969 -0.448
H -1.502 5.501 -2.444
H 0.065 5.172 -1.697
H -1.199 6.005 -0.782
H -1.304 2.870 0.982
H -1.225 4.641 1.019
H 0.149 3.687 0.459
S 5.890 -2.951 0.170
Sb 3.608 -2.972 0.393
S 3.135 -0.619 0.975
S 2.501 -3.694 -1.485
O 0.359 -0.235 2.545
As 1.594 0.093 3.662
C 2.355 -1.698 3.878
C 1.574 -2.781 3.479
C 2.084 -4.071 3.533
C 3.386 -4.290 3.960
C 4.180 -3.211 4.322
C 3.668 -1.922 4.276
C 0.457 0.317 5.234
C -0.157 -0.786 5.815
C -1.001 -0.624 6.907
C -1.244 0.644 7.416
C -0.642 1.748 6.826
C 0.207 1.589 5.739
C 3.122 1.173 4.261
C 3.422 1.006 5.607
C 4.471 1.709 6.183
C 5.221 2.582 5.411
C 4.920 2.745 4.066
C 3.874 2.042 3.487
H 0.580 -2.605 3.084
H 1.472 -4.902 3.207
H 3.793 -5.293 3.974
H 5.212 -3.366 4.608
H 4.317 -1.091 4.520
H 0.019 -1.780 5.422
H -1.471 -1.492 7.355
H -1.903 0.771 8.267
H -0.839 2.743 7.207
H 0.669 2.451 5.268
H 2.838 0.328 6.219
H 4.694 1.575 7.234
H 6.037 3.139 5.857
H 5.500 3.426 3.459
H 3.635 2.180 2.444
O 1.301 3.878 3.804
N 1.163 3.496 2.642
O 1.179 2.242 2.459
F 7.863 1.214 -1.699
C 6.908 1.871 -1.015
F 7.136 3.192 -1.209
F 7.133 1.637 0.287
C 5.525 1.478 -1.441
C 4.455 2.324 -1.179
C 3.197 1.925 -1.600
N 2.975 0.778 -2.237
C 4.003 -0.040 -2.435
C 5.303 0.263 -2.059
H 4.588 3.262 -0.658
H 2.326 2.544 -1.402
H 3.775 -0.999 -2.891
H 6.097 -0.453 -2.214
```

Atom charges from the Löwdin analysis, given in e for atoms 1 to 99: number 1, In, carries 0.3854; number 2, C, carries -0.0521; number 3, C, carries -0.5600; number 4, C, carries -0.0541; number 5, C, carries -0.0720; number 6, C, carries -0.1849; number 7, C, carries -0.0752; number 8, C, carries -0.3832; number 9, Se, carries 1.0801; number 10, C, carries -0.3655; number 11, C, carries -0.0675; number 12, C, carries -0.1820; number 13, C, carries 0.0173; number 14, C, carries -0.0814; number 15, C, carries -0.3574; number 16, O, carries -0.2116; number 17, C, carries -0.5293; number 18, C, carries -0.0399; number 19, C, carries -0.0840; number 20, C, carries -0.0324; number 21, C, carries -0.5595; number 22, C, carries -0.0530; number 23, C, carries -0.0541; number 24, C, carries -0.0774; number 25, C, carries -0.3416; number 26, O, carries -0.1705; number 27, C, carries -0.0768; number 28, C, carries -0.0055; number 29, C, carries -0.5240; number 30, C, carries -0.0495; number 31, C, carries -0.0620; number 32, C, carries -0.0761; number 33, H, carries 0.0763; number 34, H, carries 0.0741; number 35, H, carries 0.0826; number 36, H, carries 0.0757; number 37, H, carries 0.0882; number 38, H, carries 0.0734; number 39, H, carries 0.0783; number 40, H, carries 0.0779; number 41, H, carries 0.0852; number 42, H, carries 0.0897; number 43, H, carries 0.0993; number 44, H, carries 0.0776; number 45, H, carries 0.0864; number 46, H, carries 0.0804; number 47, H, carries 0.0683; number 48, H, carries 0.0788; number 49, H, carries 0.0813; number 50, H, carries 0.0778; number 51, H, carries 0.0629; number 52, H, carries 0.0799; number 53, H, carries 0.0895; number 54, H, carries 0.0661; number 55, H, carries 0.0897; number 56, H, carries 0.0767; number 57, H, carries 0.0768; number 58, H, carries 0.0753; number 59, H, carries 0.0875; number 60, H, carries 0.0838; number 61, H, carries 0.0823; number 62, H, carries 0.0767; number 63, H, carries 0.0937; number 64, H, carries 0.0709; number 65, H, carries 0.0782; number 66, H, carries 0.0901; number 67, H, carries 0.0626; number 68, H, carries 0.0880; number 69, H, carries 0.0773; number 70, H, carries 0.0821; number 71, H, carries 0.0827; number 72, H, carries 0.0640; number 73, S, carries -0.3296; number 74, Sb, carries 0.1748; number 75, S, carries 0.0935; number 76, S, carries -0.2305; number 77, O, carries -0.5149; number 78, As, carries 1.2220; number 79, C, carries -0.3324; number 80, C, carries -0.1396; number 81, C, carries -0.1123; number 82, C, carries -0.1171; number 83, C, carries -0.0909; number 84, C, carries -0.1044; number 85, C, carries -0.2709; number 86, C, carries -0.0839; number 87, C, carries -0.0995; number 88, C, carries -0.1108; number 89, C, carries -0.0855; number 90, C, carries -0.0796; number 91, C, carries -0.2975; number 92, C, carries -0.1226; number 93, C, carries -0.0883; number 94, C, carries -0.0968; number 95, C, carries -0.0706; number 96, C, carries -0.0929; number 97, H, carries 0.0916; number 98, H, carries 0.1026; number 99, H, carries 0.0986


Here is a molecular structure, C51H47CoF2N12OP from OMol25. Energies are from ωB97M-V/def2-TZVPD.

Calculated values
- Highest occupied orbital energy (alpha / beta): -4.926 / -8.157 eV
- LUMO (alpha / beta): 0.381 / 0.294 eV
- Orbital gap (alpha / beta): 5.31 / 8.45 eV
- 2S+1: 4

Geometry as XYZ:
```
115
C51H47CoF2N12OP (ωB97M-V/def2-TZVPD)
Co 0.496 -0.527 0.188
O 2.942 -1.480 1.236
C 2.251 -0.484 1.420
C 2.355 0.609 2.297
C 3.448 0.680 3.224
C 3.522 1.703 4.132
C 2.538 2.707 4.185
C 1.482 2.655 3.283
C 1.370 1.636 2.353
P 0.069 1.606 1.081
C 0.485 3.225 0.309
C 1.806 3.317 -0.132
C 2.273 4.448 -0.779
C 1.429 5.532 -0.977
C 0.127 5.469 -0.510
C -0.346 4.323 0.119
C -1.442 1.785 2.109
C -1.458 1.110 3.332
C -2.568 1.150 4.159
C -3.693 1.873 3.790
C -3.698 2.542 2.577
C -2.588 2.490 1.743
H 4.206 -0.092 3.187
H 4.359 1.738 4.820
H 2.606 3.509 4.907
H 0.724 3.432 3.306
H 2.485 2.497 0.050
H 3.303 4.482 -1.112
H 1.788 6.421 -1.481
H -0.540 6.313 -0.639
H -1.365 4.326 0.468
H -0.580 0.569 3.656
H -2.544 0.617 5.102
H -4.558 1.913 4.439
H -4.574 3.098 2.260
H -2.649 2.971 0.782
F -3.458 -1.324 -3.374
C -2.990 -1.525 -2.119
C -1.844 -0.874 -1.723
C -1.335 -1.030 -0.431
C -2.078 -1.846 0.454
C -3.218 -2.503 -0.012
F -3.894 -3.365 0.792
C -3.705 -2.370 -1.293
C -1.593 -1.998 1.842
C -2.379 -2.415 2.921
C -1.798 -2.558 4.165
C -0.446 -2.291 4.322
C 0.255 -1.833 3.223
N -0.303 -1.669 2.022
H -1.386 -0.199 -2.431
H -4.589 -2.898 -1.620
H -3.428 -2.614 2.782
H -2.401 -2.874 5.007
H 0.054 -2.408 5.274
H 1.300 -1.562 3.300
C -1.307 -5.916 -0.171
C -0.266 -6.429 -1.163
C -0.685 -6.129 -2.598
C 1.131 -5.893 -0.836
N 1.214 -4.444 -0.953
C 0.953 -3.510 -0.038
N 1.001 -2.346 -0.633
N 1.312 -2.578 -1.919
N 1.434 -3.834 -2.126
H -2.293 -6.314 -0.411
H -1.389 -4.826 -0.210
H -1.071 -6.205 0.856
H -0.178 -7.514 -1.044
H -0.887 -5.064 -2.734
H -1.599 -6.673 -2.840
H 0.084 -6.414 -3.317
H 1.893 -6.308 -1.493
H 1.397 -6.135 0.194
H 0.742 -3.687 1.000
C -4.183 1.292 -0.796
C -3.216 2.122 -1.566
N -1.910 2.051 -1.491
C -1.419 2.892 -2.465
C -2.442 3.503 -3.115
N -3.599 3.010 -2.534
C -4.920 3.537 -2.743
N -5.405 4.210 -1.560
N -6.454 3.699 -0.875
N -6.605 4.338 0.220
C -5.615 5.295 0.304
C -5.333 6.221 1.314
C -4.244 7.036 1.126
C -3.447 6.943 -0.037
C -3.710 6.037 -1.038
C -4.824 5.213 -0.839
H -3.625 0.681 -0.090
H -4.727 0.626 -1.469
H -4.915 1.889 -0.251
H -0.359 3.004 -2.627
H -2.472 4.228 -3.910
H -5.655 2.769 -2.978
H -4.858 4.241 -3.572
H -5.946 6.276 2.203
H -3.978 7.764 1.881
H -2.598 7.608 -0.136
H -3.078 5.958 -1.912
N 0.846 0.199 -3.418
C 2.078 0.584 -2.948
C 3.007 1.198 -3.806
C 4.227 1.573 -3.298
C 4.512 1.322 -1.958
C 3.533 0.724 -1.194
N 2.323 0.380 -1.653
H 0.780 0.074 -4.415
H 0.442 -0.567 -2.897
H 2.757 1.351 -4.848
H 4.961 2.045 -3.940
H 5.462 1.581 -1.513
H 3.711 0.506 -0.148
```

Atom charges from the Löwdin analysis, given in e for atoms 1 to 99: number 1, Co, carries 0.3243; number 2, O, carries 0.0181; number 3, C, carries -0.3970; number 4, C, carries -0.2719; number 5, C, carries -0.0412; number 6, C, carries -0.1029; number 7, C, carries -0.0989; number 8, C, carries -0.1017; number 9, C, carries -0.3465; number 10, P, carries 1.1357; number 11, C, carries -0.3158; number 12, C, carries -0.0917; number 13, C, carries -0.0696; number 14, C, carries -0.0868; number 15, C, carries -0.0870; number 16, C, carries -0.0953; number 17, C, carries -0.2961; number 18, C, carries -0.0976; number 19, C, carries -0.0754; number 20, C, carries -0.0794; number 21, C, carries -0.0747; number 22, C, carries -0.1038; number 23, H, carries 0.1069; number 24, H, carries 0.0973; number 25, H, carries 0.0890; number 26, H, carries 0.1134; number 27, H, carries 0.0794; number 28, H, carries 0.1038; number 29, H, carries 0.1002; number 30, H, carries 0.0852; number 31, H, carries 0.0781; number 32, H, carries 0.0913; number 33, H, carries 0.1039; number 34, H, carries 0.1023; number 35, H, carries 0.0941; number 36, H, carries 0.0635; number 37, F, carries 0.0518; number 38, C, carries -0.2919; number 39, C, carries -0.0815; number 40, C, carries -0.1260; number 41, C, carries -0.1363; number 42, C, carries -0.2321; number 43, F, carries 0.0440; number 44, C, carries 0.0476; number 45, C, carries -0.2032; number 46, C, carries 0.0012; number 47, C, carries -0.0593; number 48, C, carries -0.0532; number 49, C, carries -0.1213; number 50, N, carries 0.0817; number 51, H, carries 0.0742; number 52, H, carries 0.1290; number 53, H, carries 0.1105; number 54, H, carries 0.1102; number 55, H, carries 0.1066; number 56, H, carries 0.1063; number 57, C, carries -0.0645; number 58, C, carries -0.4066; number 59, C, carries -0.0757; number 60, C, carries -0.1034; number 61, N, carries -0.0820; number 62, C, carries -0.0990; number 63, N, carries -0.0053; number 64, N, carries 0.0407; number 65, N, carries 0.0881; number 66, H, carries 0.0859; number 67, H, carries 0.0631; number 68, H, carries 0.0843; number 69, H, carries 0.1357; number 70, H, carries 0.0718; number 71, H, carries 0.0803; number 72, H, carries 0.0790; number 73, H, carries 0.1291; number 74, H, carries 0.1306; number 75, H, carries 0.1420; number 76, C, carries 0.0104; number 77, C, carries -0.3472; number 78, N, carries 0.1194; number 79, C, carries -0.1265; number 80, C, carries -0.0694; number 81, N, carries -0.0222; number 82, C, carries -0.0685; number 83, N, carries -0.0565; number 84, N, carries 0.0476; number 85, N, carries 0.0751; number 86, C, carries -0.2417; number 87, C, carries -0.0142; number 88, C, carries -0.0774; number 89, C, carries -0.0817; number 90, C, carries -0.0075; number 91, C, carries -0.1661; number 92, H, carries 0.0762; number 93, H, carries 0.0911; number 94, H, carries 0.0636; number 95, H, carries 0.1034; number 96, H, carries 0.1133; number 97, H, carries 0.1389; number 98, H, carries 0.1385; number 99, H, carries 0.1149


Values for max |F|, Eh/bohr, ordered as above
0.02160; 0.01294